Computed, not measured: a structure of composition C51H60ClF5N5O5S2Se4Sn, with ωB97M-V/def2-TZVPD.

Kohn-Sham gap = 0.2019 Eh
charge = -1
HOMO = -4.18 eV
LUMO level = 0.0484 hartree

Element x y z (Å)
N1 -1.99135 -1.77397 -0.78460
C1 -0.53143 -6.55507 1.75706
S1 1.24605 -2.86585 0.96154
C2 -4.27975 -4.61260 -1.07818
C3 -0.69248 3.00769 5.60260
H1 -3.62112 3.93854 0.59063
C4 7.15734 1.22865 0.62842
H2 3.27993 -2.70564 6.03490
C5 -2.88381 -1.81138 -4.51941
C6 -5.04392 -0.80039 -5.35737
H3 3.18019 -4.68851 -1.70099
H4 -2.94733 4.39522 -0.97970
H5 0.43019 -1.06212 -2.83434
C7 1.98128 -1.69012 4.67155
H6 -1.69330 -3.06713 -5.79060
H7 -0.50806 2.96255 -3.31814
C8 0.13773 -0.11173 -3.25700
H8 -0.92836 3.83021 6.26628
H9 0.17422 -1.81378 -5.18231
C9 0.68300 -1.61084 4.19078
H10 1.50136 -4.18140 6.91351
C10 -3.63973 -5.35160 -2.02260
Se1 -3.10744 -1.22496 0.46219
H11 -0.48037 0.61942 -8.37201
C11 -3.82293 0.36880 -3.67030
C12 7.54441 0.74762 -0.60600
C13 1.26689 -3.44774 6.15188
C14 0.01974 -4.23834 0.96700
C15 -6.01818 0.18322 -5.34869
C16 2.06737 -3.23191 -0.61432
H12 1.43464 -5.65242 1.77088
F1 4.48110 -0.74361 -1.73677
C17 -2.14101 -1.66199 -8.85118
C18 -3.70314 -3.37740 -0.65649
F2 5.56833 1.52910 2.28454
C19 -0.90611 -1.47631 -7.95524
H13 -2.11111 -1.55546 -3.79184
C20 -0.32435 -2.43370 4.65905
H14 -3.04673 6.15891 1.28819
C21 0.61280 2.82713 5.16565
C22 -4.79140 1.36687 -3.64718
C23 2.98928 -4.44915 -0.65146
H15 -0.80230 -4.01267 6.03008
C24 -1.60160 4.69231 0.65223
H16 -0.25429 -7.36148 2.43973
C25 -2.47468 -2.92474 -1.24983
H17 -1.86170 0.79809 -6.01284
C26 -0.10442 -0.86391 -5.63558
C27 -2.40962 -4.90801 -2.60448
H18 -2.72228 2.31003 5.49890
C28 -0.31608 4.70391 -0.19990
O1 -2.18796 6.72723 -0.52221
Se2 3.13680 0.06469 0.97690
H19 -4.68605 2.20156 -2.96754
C29 -1.84070 -3.72889 -2.24361
C30 2.26749 -2.61441 5.66244
H20 2.47944 -5.31561 -0.21818
H21 -2.69425 -2.56936 -8.60211
H22 -2.17283 0.43029 3.94947
H23 -1.31686 -2.35858 4.22989
H24 0.98274 -0.36991 -8.21086
C31 5.32750 -0.08691 -0.91879
H25 -2.41967 7.65371 -0.41725
C32 -1.70112 2.15394 5.17296
H26 -2.81277 -0.80808 -8.76107
H27 -2.30332 4.31445 2.64608
C33 4.89255 0.37431 0.32008
O2 -2.11560 0.13282 -6.66912
C34 4.32400 -4.20582 0.05773
H28 -0.90652 -3.40064 -2.68527
H29 -2.98064 0.45350 -2.98921
F3 6.98379 -0.39127 -2.58577
C35 0.92074 1.78180 4.30824
Sn1 0.05922 1.02390 -0.11611
H30 2.75588 -1.06451 4.23947
H31 -6.88103 0.11696 -5.99849
H32 1.92890 1.63816 3.93020
H33 -0.48211 -6.94614 0.73732
Cl1 -7.10770 2.50755 -4.47932
N2 -4.21338 -2.57755 0.28298
N3 -0.51192 1.39209 -4.72549
H34 0.71919 -0.52478 -6.25542
H35 0.34983 -4.97931 2.95233
C36 -0.34055 1.91905 -3.53312
H36 -4.06013 -6.29785 -2.34004
F4 8.80333 0.92234 -1.04366
H37 2.62488 -2.31836 -0.84224
H38 -3.35516 -2.72414 -4.14556
H39 4.91608 -5.12334 0.09615
O3 -0.35754 4.88130 2.76865
H40 0.47801 4.60580 2.36102
H41 0.20080 5.65383 -0.07513
H42 0.77437 -2.72143 -7.29097
H43 1.23220 -3.32758 -1.31819
C37 -0.04704 -0.35986 -8.57478
Se3 1.09722 3.39036 0.18764
H44 1.39005 3.51349 5.47672
C38 5.86190 1.04047 1.07137
C39 -3.92735 -0.71800 -4.52840
H45 -5.20991 -4.93999 -0.63171
C40 -2.07496 6.14239 0.77929
H46 0.00086 -0.49448 -9.65728
H47 -0.70347 -3.63369 -7.64488
H48 -5.16280 -1.64750 -6.02479
H49 -1.92207 -5.53375 -3.34236
O4 -0.97603 -0.93224 2.24201
H50 -1.82655 -1.74832 -9.89346
C41 -1.37208 -1.06184 -6.51140
H51 -1.35484 6.68822 1.39324
H52 4.15835 -3.84991 1.07210
F5 8.05600 1.87509 1.39060
C42 -2.72410 3.91623 -0.02935
H53 -0.91948 -3.76959 1.27517
C43 -5.87899 1.26452 -4.49224
N4 -0.21474 0.07973 -4.52796
Se4 -2.47014 2.00009 -0.44002
C44 -0.02611 -3.35756 5.65400
N5 0.07695 1.02606 -2.59940
C45 -0.09454 0.92036 3.91376
C46 -2.27073 -2.14417 -5.88771
C47 -0.09768 -2.77799 -7.94844
H54 -0.57279 4.60708 -1.25229
C48 -1.40566 1.10095 4.31759
H55 -0.10303 -4.60792 -0.05282
O5 2.18400 -3.20018 2.08703
C49 6.61805 0.08500 -1.38228
H56 -3.08849 -2.34483 -6.58075
C50 0.39805 -5.35562 1.92953
H57 4.90131 -3.44712 -0.47771
C51 -1.38129 4.17927 2.07392
H58 -1.57103 -6.28389 1.95956
H59 -1.16595 3.11106 2.04838
S2 0.32848 -0.46379 2.84953
H60 0.26983 -2.97854 -8.95799

These are the Mulliken partial charges, in e, on atoms 1 to 99: number 1, N, carries -0.052; number 2, C, carries -1.474; number 3, S, carries 0.682; number 4, C, carries -0.916; number 5, C, carries -0.480; number 6, H, carries 0.482; number 7, C, carries 0.021; number 8, H, carries 0.426; number 9, C, carries 0.913; number 10, C, carries -0.210; number 11, H, carries 0.437; number 12, H, carries 0.653; number 13, H, carries 0.541; number 14, C, carries -0.349; number 15, H, carries 0.492; number 16, H, carries 0.404; number 17, C, carries -0.104; number 18, H, carries 0.379; number 19, H, carries 0.280; number 20, C, carries 0.369; number 21, H, carries 0.380; number 22, C, carries -0.771; number 23, Se, carries 0.486; number 24, H, carries 0.332; number 25, C, carries 1.209; number 26, C, carries 0.701; number 27, C, carries -0.530; number 28, C, carries -0.993; number 29, C, carries -1.066; number 30, C, carries 0.428; number 31, H, carries 0.265; number 32, F, carries -0.331; number 33, C, carries -1.808; number 34, C, carries 0.887; number 35, F, carries -0.303; number 36, C, carries 1.701; number 37, H, carries -1.022; number 38, C, carries -0.393; number 39, H, carries 0.437; number 40, C, carries -0.657; number 41, C, carries -1.368; number 42, C, carries -0.492; number 43, H, carries 0.423; number 44, C, carries 3.078; number 45, H, carries 0.428; number 46, C, carries 0.402; number 47, H, carries 0.465; number 48, C, carries -1.457; number 49, C, carries -0.938; number 50, H, carries 0.442; number 51, C, carries -1.488; number 52, O, carries -0.546; number 53, Se, carries -0.270; number 54, H, carries 0.546; number 55, C, carries 0.110; number 56, C, carries -0.656; number 57, H, carries 0.140; number 58, H, carries 0.320; number 59, H, carries 0.300; number 60, H, carries 0.350; number 61, H, carries 0.402; number 62, C, carries -0.152; number 63, H, carries 0.320; number 64, C, carries -0.756; number 65, H, carries 0.346; number 66, H, carries 0.692; number 67, C, carries 0.113; number 68, O, carries -0.551; number 69, C, carries -0.997; number 70, H, carries 0.274; number 71, H, carries -0.032; number 72, F, carries -0.328; number 73, C, carries -0.221; number 74, Sn, carries 1.426; number 75, H, carries 0.305; number 76, H, carries 0.410; number 77, H, carries 0.399; number 78, H, carries 0.321; number 79, Cl, carries -0.269; number 80, N, carries -0.963; number 81, N, carries -1.136; number 82, H, carries 0.380; number 83, H, carries 0.031; number 84, C, carries -0.736; number 85, H, carries 0.419; number 86, F, carries -0.331; number 87, H, carries 0.071; number 88, H, carries 0.409; number 89, H, carries 0.404; number 90, O, carries -0.637; number 91, H, carries 0.331; number 92, H, carries 0.463; number 93, H, carries 0.305; number 94, H, carries -0.441; number 95, C, carries -1.788; number 96, Se, carries -0.453; number 97, H, carries 0.442; number 98, C, carries 0.299; number 99, C, carries -0.061

---

Computed, not measured: a structure of composition C20H19CrNO2 at a distorted geometry, with ωB97M-V/def2-TZVPD.

2S+1 = 5
Kohn-Sham gap (spin up / spin down) = 0.2846 / 0.3025 Eh
charge = 0
HOMO (spin up / spin down) = -7.31 / -8.02 eV
<S²> = 6.049
LUMO level (spin up / spin down) = 0.0161 / 0.0077 hartree

Element x y z (Å)
C1 -8.54694 1.00824 -8.16761
N1 -9.19248 5.25359 -6.17650
C2 -8.73757 2.31731 -8.50121
H1 -13.45787 6.63698 -4.75755
H2 -10.65535 1.12889 -2.63967
H3 -11.07594 0.75941 -5.80424
H4 -8.76938 4.32287 -6.04039
C3 -14.26989 3.72518 -6.20301
C4 -14.08611 4.70563 -5.19266
H5 -9.22267 -0.52490 -6.90805
C5 -11.57241 3.09220 -3.88228
H6 -8.05030 2.78443 -9.21521
O1 -10.24854 2.86692 -3.56073
H7 -12.77904 5.38834 -8.75671
C6 -13.73458 3.98266 -7.46972
H8 -9.86071 8.10899 -9.67853
H9 -7.67702 0.41181 -8.44259
C7 -13.08511 6.18298 -6.79249
C8 -9.40231 0.49900 -7.18008
H10 -10.45311 3.89277 -10.30595
H11 -13.80928 3.28456 -8.31683
H12 -9.12354 7.66190 -7.33334
Cr1 -11.75458 3.82720 -5.84202
C9 -9.80214 7.08125 -9.28848
C10 -9.43571 5.52647 -7.51019
C11 -10.20197 6.08144 -10.16648
C12 -13.16054 5.18516 -7.78403
C13 -10.58198 2.58738 -6.91185
H13 -9.07468 1.73147 -2.36319
C14 -9.89577 4.47694 -8.41535
C15 -10.42471 1.24933 -6.59354
C16 -13.55304 5.94162 -5.54439
H14 -14.60951 2.72243 -6.04503
H15 -8.76186 5.98062 -5.59794
C17 -9.41006 6.83783 -7.96069
C18 -10.20120 4.74747 -9.70647
C19 -10.11256 2.02519 -2.39273
H16 -14.33700 4.47641 -4.16373
O2 -12.48209 2.72849 -3.13623
C20 -9.81025 3.09539 -7.95407
H17 -10.50249 6.38860 -11.17032
H18 -12.63229 7.11308 -7.04606
H19 -10.61792 2.46739 -1.53872

Formally, the Mulliken partial charges of the atoms, in units of the elementary charge, are as follows: number 1, C, carries -0.959; number 2, N, carries -0.280; number 3, C, carries -0.281; number 4, H, carries 0.446; number 5, H, carries 0.316; number 6, H, carries 0.261; number 7, H, carries 0.253; number 8, C, carries -0.124; number 9, C, carries -1.039; number 10, H, carries 0.388; number 11, C, carries 0.531; number 12, H, carries 0.386; number 13, O, carries -0.142; number 14, H, carries 0.478; number 15, C, carries -0.632; number 16, H, carries 0.340; number 17, H, carries 0.342; number 18, C, carries -0.469; number 19, C, carries -0.413; number 20, H, carries 0.470; number 21, H, carries 0.283; number 22, H, carries 0.402; number 23, Cr, carries -0.009; number 24, C, carries -0.350; number 25, C, carries 0.606; number 26, C, carries -0.855; number 27, C, carries -0.092; number 28, C, carries 0.314; number 29, H, carries 0.251; number 30, C, carries 1.044; number 31, C, carries -0.483; number 32, C, carries 0.112; number 33, H, carries 0.382; number 34, H, carries 0.268; number 35, C, carries -1.133; number 36, C, carries -0.275; number 37, C, carries -0.795; number 38, H, carries 0.344; number 39, O, carries -0.657; number 40, C, carries -0.250; number 41, H, carries 0.371; number 42, H, carries 0.375; number 43, H, carries 0.275

---

Computed, not measured: the ion C2H4BrCl2NO2P with charge +1 at a distorted geometry, with ωB97M-V/def2-TZVPD.

structure (SMILES) = O=C(Br)C[N@H+](Cl)P(O)Cl
Kohn-Sham gap = 0.3190 Eh
charge = +1
HOMO = -14.27 eV
LUMO level = -0.2054 hartree

Element x y z (Å)
N1 -0.35317 0.54961 0.52297
H1 -2.14243 0.56461 -1.58331
Br1 1.86100 -2.50163 -0.11058
O1 3.23225 0.00696 0.31687
P1 -1.42496 -0.79204 0.03476
Cl1 0.22020 0.40740 2.14570
C1 0.82202 0.56499 -0.44191
Cl2 -2.41246 -1.68363 1.69122
H2 0.39549 0.27094 -1.50339
O2 -2.68195 -0.05827 -0.98178
C2 2.02482 -0.48515 -0.07252
H3 -0.81085 1.49564 0.44252
H4 1.27003 1.66056 -0.46057

Formally, the Mulliken partial charges of the atoms, in units of the elementary charge, are as follows: number 1, N, carries -0.165; number 2, H, carries 0.353; number 3, Br, carries -0.008; number 4, O, carries -0.400; number 5, P, carries 0.580; number 6, Cl, carries 0.136; number 7, C, carries -0.374; number 8, Cl, carries -0.133; number 9, H, carries 0.375; number 10, O, carries -0.468; number 11, C, carries 0.316; number 12, H, carries 0.440; number 13, H, carries 0.350

---

| no. | total energy (eV) | molecular weight (g mol⁻¹) |
| --- | --- | --- |
| 1 | -386546.95173 | 1452.2 |
| 2 | -55052.69590 | 357.4 |
| 3 | -112089.23985 | 255.8 |